Record 1
The following is a quantum chemistry calculation of an isolated molecule of C6H10N2O3S at a distorted geometry, from the OMol25 dataset.

Cartesian coordinates (Å):
C 1.010 0.059 0.139
C -0.297 -2.283 2.229
C 0.407 -2.010 1.127
C -1.664 1.352 -1.210
C -0.630 1.865 -0.220
C 1.549 -0.957 1.119
N -1.138 0.083 -1.744
N 0.053 0.838 0.606
O 1.543 0.252 -0.954
O 0.875 -0.615 -3.159
O 0.384 1.773 -2.859
S 0.250 0.387 -2.426
H -1.180 -2.835 2.237
H 0.063 -2.148 3.135
H 0.120 -2.316 0.196
H -2.682 0.930 -0.808
H -1.921 2.146 -1.889
H 0.278 2.210 -0.699
H -1.093 2.615 0.530
H 2.404 -1.410 0.844
H 1.759 -0.639 2.198
H -0.088 0.701 1.607

E = -967.916024 Eh
charge = 0
energy above the lowest of the compared OMol25 structures with the same formula, charge and spin = 69.3 kcal/mol

Calculated atomic charges, method Mulliken, unit e: 0.88 -0.92 -0.06 -0.44 -0.78 -1.05 -0.50 -0.04 -0.59 -0.60 -0.55 1.07 0.30 0.34 0.40 0.32 0.30 0.50 0.36 0.40 0.33 0.31

---

Record 2
The following is a quantum chemistry calculation of a structure of composition C10H10BrClGdO4 at a distorted geometry, from the OMol25 dataset.

Cartesian coordinates (Å):
C -1.939 -0.859 -0.818
C -1.731 -1.372 0.501
C -1.818 -0.249 1.424
H -1.549 -2.370 0.775
C -1.993 0.965 0.642
C -2.067 0.589 -0.732
H -2.164 1.250 -1.558
H -1.939 -1.426 -1.716
H -1.681 -0.299 2.469
H -2.012 1.941 1.037
Gd 0.031 0.059 0.034
Br 1.200 -0.878 -1.852
C 2.785 0.681 -4.901
C 1.679 1.475 -5.336
C 0.683 0.595 -5.860
H 1.610 2.541 -5.281
C 1.173 -0.742 -5.749
C 2.472 -0.689 -5.156
H 3.100 -1.528 -4.942
H 3.688 1.049 -4.462
H -0.263 0.887 -6.266
H 0.658 -1.628 -6.056
O -0.449 -1.317 4.190
Cl 0.024 0.004 3.768
O -0.874 1.082 4.191
O 1.384 0.246 4.127
O 0.066 0.006 2.064

2S+1 = 8
E = -4487.484269 Eh
charge = -1
energy above the lowest of the compared OMol25 structures with the same formula, charge and spin = 142.8 kcal/mol

Calculated atomic charges, method Mulliken, unit e: -0.39 -0.93 -0.03 0.43 -0.70 -0.54 0.44 0.52 0.71 0.46 0.94 -0.36 -0.54 -0.56 -0.59 0.42 -0.53 -0.70 0.44 0.38 0.42 0.39 -0.54 1.60 -0.54 -0.56 -0.64